Entry 1:
A structure of composition C12H26NNiO3P2. Source: OMol25; level of theory: wB97M-V/def2-TZVPD.

Each line ends with the Mulliken spin population.
Positions of all 45 atoms, in Å:
Ni  0.484  0.096  0.641  0.123
P  -2.161  -1.322  1.353  0.138
C  -2.555  -0.640  -0.218  0.518
C  -2.084  0.571  -0.815  0.357
N  -0.820  1.036  -0.434  0.258
C  -0.326  2.172  -0.945  0.003
C  -1.100  3.039  -1.717  0.274
C  -2.300  2.555  -2.268  0.109
C  -2.737  1.283  -1.902  0.098
C  1.049  2.593  -0.531  -0.003
P  2.274  1.366  -0.064  -0.002
H  -3.575  0.804  -2.423  -0.003
H  -0.760  4.062  -1.893  0.013
H  -2.917  3.192  -2.908  0.025
H  1.543  3.190  -1.307  -0.011
H  0.938  3.217  0.357  0.006
H  -0.456  -3.131  -3.118  0.000
H  -3.172  -1.290  -0.865  0.013
H  3.352  -2.413  -1.513  0.000
O  0.277  -3.659  -3.401  0.001
H  0.042  -3.910  -4.313  0.000
H  2.005  0.007  0.461  -0.013
O  3.258  -2.920  -0.681  0.001
H  2.318  -3.024  -0.438  0.000
C  3.155  1.063  -1.573  0.003
H  3.533  2.061  -1.793  0.001
H  3.995  0.379  -1.416  0.000
H  2.470  0.720  -2.350  0.000
C  3.464  2.056  1.012  0.004
H  4.103  1.299  1.463  0.002
H  4.089  2.691  0.384  0.001
H  2.985  2.675  1.768  -0.002
C  -2.904  -0.294  2.618  0.040
H  -3.991  -0.354  2.533  -0.003
H  -2.616  -0.556  3.649  0.006
H  -2.599  0.737  2.391  0.001
C  -2.289  -3.114  1.462  0.019
H  -2.059  -3.487  2.470  0.001
H  -3.283  -3.485  1.199  -0.001
H  -1.580  -3.577  0.758  0.003
C  0.209  -1.123  2.921  0.010
O  -0.554  -1.189  1.693  0.006
H  -0.376  -0.873  3.830  -0.001
H  1.032  -0.385  2.856  0.006
H  0.640  -2.118  3.067  0.000

Summary:
Largest force on an atom (eV/Å): 3.60
Multiplicity: 3
HOMO (alpha / beta) (eV): -7.03 / -10.04
Energy above the lowest of the compared OMol25 structures with the same formula, charge and spin (kcal/mol): 72.4
Net charge: +1

***

Entry 2:
A structure of composition C12H26NiO2PS6. Source: OMol25; level of theory: wB97M-V/def2-TZVPD.

Each line ends with the Mulliken spin population.
Positions of all 48 atoms, in Å:
Ni  0.050  -0.419  -0.731  0.926
C  1.352  -2.876  1.214  -0.004
C  0.298  -2.226  2.099  0.003
S  -0.060  -0.503  1.633  -0.010
C  -1.819  -0.463  2.093  0.001
C  -2.579  0.695  1.452  -0.002
S  -2.589  0.793  -0.357  0.008
C  -3.934  -0.325  -0.806  0.000
C  -3.623  -1.812  -0.673  0.001
S  -2.007  -2.236  -1.381  -0.004
C  -1.748  -3.751  -0.419  0.000
C  -0.329  -4.287  -0.581  0.002
S  0.971  -3.030  -0.549  0.012
H  1.573  -3.872  1.602  0.001
H  2.277  -2.298  1.229  -0.002
H  0.650  -2.244  3.132  0.001
H  -0.634  -2.788  2.057  0.000
H  -1.895  -0.364  3.178  0.001
H  -2.264  -1.416  1.807  -0.001
H  -2.160  1.646  1.785  -0.001
H  -3.617  0.661  1.790  0.000
H  -4.148  -0.075  -1.846  0.000
H  -4.825  -0.086  -0.222  0.001
H  -4.402  -2.398  -1.164  0.000
H  -3.610  -2.095  0.380  -0.001
H  -2.465  -4.508  -0.742  0.001
H  -1.955  -3.520  0.628  -0.001
H  -0.227  -4.764  -1.556  0.000
H  -0.126  -5.043  0.180  0.001
C  1.649  3.140  2.475  0.000
C  2.301  3.268  1.119  0.000
O  2.600  1.948  0.625  0.000
P  2.176  1.545  -0.855  -0.013
S  2.516  -0.371  -1.121  0.046
S  0.266  1.940  -1.299  0.035
O  3.223  2.437  -1.668  -0.002
C  3.157  2.494  -3.104  0.000
C  2.576  3.818  -3.541  0.001
H  1.392  4.130  2.856  0.000
H  2.318  2.654  3.186  0.000
H  0.739  2.545  2.397  0.000
H  3.246  3.809  1.170  0.000
H  1.639  3.780  0.417  0.000
H  2.565  1.653  -3.472  0.000
H  4.182  2.371  -3.453  0.000
H  1.548  3.917  -3.190  0.000
H  2.582  3.881  -4.631  0.000
H  3.166  4.644  -3.144  0.000

Summary:
Largest force on an atom (eV/Å): 0.38
Multiplicity: 2
HOMO (alpha / beta) (eV): -6.97 / -6.58
Energy above the lowest of the compared OMol25 structures with the same formula, charge and spin (kcal/mol): 7.9

***

Entry 3:
A structure of composition C12H26O10Zn. Source: OMol25; level of theory: wB97M-V/def2-TZVPD.

Each line ends with the Mulliken charge.
Positions of all 49 atoms, in Å:
Zn  5.197  22.340  -24.271  2.231
O  6.030  21.255  -22.835  -0.764
H  6.912  20.836  -22.813  0.099
O  4.486  23.398  -25.697  -0.339
H  4.315  23.856  -26.543  -0.010
C  7.060  25.528  -26.308  -0.394
O  7.793  25.676  -25.096  -0.354
C  7.413  24.910  -24.053  0.346
O  6.585  23.947  -24.088  -0.413
O  8.167  25.243  -22.951  -0.418
C  8.141  24.426  -21.829  -0.602
H  7.428  26.250  -27.036  0.270
H  5.975  25.617  -26.257  0.186
H  7.091  24.524  -26.732  0.061
H  8.481  23.392  -21.892  0.279
H  7.169  24.416  -21.336  0.230
H  8.844  24.895  -21.140  0.256
C  2.444  19.292  -22.955  -0.535
O  2.126  19.293  -24.366  -0.392
C  2.834  20.048  -25.183  0.661
O  3.690  20.806  -24.789  -0.760
O  2.519  19.817  -26.460  -0.387
C  3.164  20.472  -27.561  -0.364
H  1.655  18.779  -22.405  0.243
H  2.614  20.253  -22.470  0.190
H  3.350  18.700  -22.829  0.297
H  2.818  20.243  -28.569  0.266
H  4.191  20.109  -27.520  0.152
H  3.161  21.548  -27.386  0.171
C  3.840  25.570  -22.270  -1.027
C  3.261  24.240  -22.758  0.961
O  3.979  23.246  -22.865  -0.522
C  1.768  24.155  -22.976  -1.282
H  4.149  25.553  -21.225  0.291
H  3.143  26.406  -22.326  0.434
H  4.682  25.853  -22.901  0.108
H  1.328  23.167  -22.839  0.266
H  1.604  24.470  -24.007  0.303
H  1.282  24.933  -22.387  0.447
C  8.900  22.222  -25.709  -1.112
C  7.671  21.534  -26.291  0.789
O  6.596  21.358  -25.695  -0.492
C  7.855  20.946  -27.687  -1.228
H  8.749  22.536  -24.676  0.019
H  9.138  23.155  -26.222  0.280
H  9.658  21.477  -25.950  0.519
H  8.911  20.970  -27.957  0.458
H  7.334  21.482  -28.480  0.259
H  7.624  19.881  -27.687  0.323

Summary:
Largest force on an atom (eV/Å): 6.03
HOMO (eV): -7.48
Energy above the lowest of the compared OMol25 structures with the same formula, charge and spin (kcal/mol): 41.7

***

Entry 4:
A structure of composition C12H26O13P2Sm. Source: OMol25; level of theory: wB97M-V/def2-TZVPD.

Each line ends with the Mulliken spin population.
Positions of all 54 atoms, in Å:
Sm  -0.680  -0.360  -0.443  5.007
C  -1.387  2.930  -1.110  -0.001
C  -0.572  2.325  -2.260  0.005
O  0.542  1.580  -1.769  0.001
C  1.627  2.358  -1.272  0.001
C  1.613  2.384  0.253  0.001
O  1.351  1.090  0.802  0.001
C  2.514  0.305  1.076  0.001
C  2.922  -0.557  -0.110  0.001
O  1.828  -1.329  -0.602  0.001
C  1.822  -2.697  -0.179  0.001
C  1.229  -2.841  1.230  0.000
O  0.318  -1.760  1.426  -0.006
C  -0.490  -1.836  2.606  0.002
C  -0.692  -0.411  3.088  -0.001
O  -1.187  0.340  1.988  0.002
C  -1.543  1.676  2.313  0.000
C  -2.181  2.292  1.079  0.001
O  -1.317  2.009  -0.023  -0.003
H  -2.419  3.077  -1.429  0.000
H  -0.974  3.890  -0.785  0.000
H  -0.241  3.111  -2.941  0.000
H  -1.160  1.595  -2.812  -0.002
H  1.587  3.379  -1.657  0.000
H  2.539  1.893  -1.641  0.000
H  0.813  3.027  0.612  0.000
H  2.564  2.770  0.628  0.000
H  2.253  -0.326  1.923  0.000
H  3.348  0.949  1.365  0.000
H  3.747  -1.207  0.193  0.000
H  3.265  0.062  -0.937  0.000
H  2.834  -3.104  -0.205  0.000
H  1.220  -3.230  -0.905  0.000
H  2.006  -2.784  1.999  0.000
H  0.719  -3.802  1.313  0.000
H  0.006  -2.421  3.382  0.000
H  -1.453  -2.288  2.360  -0.001
H  0.258  0.020  3.425  0.000
H  -1.404  -0.395  3.917  0.000
H  -0.643  2.231  2.601  0.000
H  -2.256  1.693  3.141  0.000
H  -2.281  3.369  1.222  0.000
H  -3.165  1.853  0.896  -0.001
O  -1.012  -2.680  -0.861  -0.001
P  -1.452  -2.203  -2.390  0.002
O  -1.222  -3.222  -3.391  0.000
O  -0.818  -0.815  -2.482  -0.008
O  -3.049  -1.923  -2.091  -0.001
P  -3.576  -0.901  -0.953  0.003
O  -3.097  0.553  -1.566  -0.001
O  -5.013  -0.937  -0.759  0.000
O  -2.599  -1.057  0.224  -0.004
H  -1.771  -2.293  -0.348  0.000
H  -3.754  0.770  -2.245  0.000

Summary:
Largest force on an atom (eV/Å): 6.65
Multiplicity: 6
HOMO (alpha / beta) (eV): -13.47 / -13.49
Energy above the lowest of the compared OMol25 structures with the same formula, charge and spin (kcal/mol): 40.2
Net charge: +1

***

Entry 5:
A structure of composition C12H26O5RuS. Source: OMol25; level of theory: wB97M-V/def2-TZVPD.

Each line ends with the Mulliken spin population.
Positions of all 45 atoms, in Å:
Ru  -0.074  -0.081  -0.017  0.954
C  2.085  -2.210  -1.127  -0.001
C  1.934  -1.231  -2.260  0.000
O  1.641  -0.009  -1.543  0.088
C  1.870  1.275  -2.166  0.001
C  2.075  2.151  -0.964  -0.002
O  0.948  1.936  -0.064  0.004
C  -0.015  3.031  -0.165  0.000
C  -1.295  2.582  0.476  0.013
O  -1.538  1.275  -0.142  -0.011
C  -2.826  0.606  0.151  0.004
C  -2.806  -0.696  -0.624  -0.011
O  -1.581  -1.413  -0.211  -0.026
C  -1.297  -2.678  -0.878  0.004
C  -0.029  -3.144  -0.213  0.001
O  0.930  -2.055  -0.254  0.010
H  2.957  -1.953  -0.527  0.001
H  2.169  -3.245  -1.450  0.000
H  1.129  -1.460  -2.961  0.000
H  2.874  -1.124  -2.803  0.005
H  1.013  1.552  -2.784  0.001
H  2.767  1.239  -2.785  0.005
H  2.146  3.210  -1.207  0.000
H  2.970  1.849  -0.423  0.000
H  -0.180  3.252  -1.221  0.000
H  0.397  3.908  0.335  -0.001
H  -2.139  3.233  0.254  -0.001
H  -1.208  2.428  1.552  -0.002
H  -3.632  1.264  -0.174  0.007
H  -2.889  0.443  1.228  0.003
H  -2.766  -0.534  -1.702  -0.001
H  -3.660  -1.323  -0.367  -0.001
H  -1.174  -2.488  -1.946  0.000
H  -2.138  -3.351  -0.709  0.000
H  0.384  -4.020  -0.711  0.000
H  -0.198  -3.390  0.835  -0.001
C  1.186  1.030  2.913  0.002
S  0.549  -0.485  2.185  -0.051
C  -0.939  -0.766  3.162  0.012
H  0.393  1.752  3.094  -0.001
H  1.949  1.429  2.252  0.001
H  1.647  0.734  3.857  -0.004
H  -0.597  -1.106  4.141  0.000
H  -1.512  -1.564  2.694  0.001
H  -1.522  0.147  3.270  -0.002

Summary:
Largest force on an atom (eV/Å): 1.27
Multiplicity: 2
HOMO (alpha / beta) (eV): -20.51 / -20.47
Energy above the lowest of the compared OMol25 structures with the same formula, charge and spin (kcal/mol): 17.6
Net charge: +3

***

The lowest largest force on an atom belongs to which entry? C12H26NiO2PS6

***

Look up the energy above the lowest of the compared OMol25 structures with the same formula, charge and spin of the fifth one. 17.6 kcal/mol

***

What did the fifth record say?
A structure of composition C12H26O5RuS. Source: OMol25; level of theory: wB97M-V/def2-TZVPD.

Each line ends with the Mulliken spin population.
Positions of all 45 atoms, in Å:
Ru  -0.074  -0.081  -0.017  0.954
C  2.085  -2.210  -1.127  -0.001
C  1.934  -1.231  -2.260  0.000
O  1.641  -0.009  -1.543  0.088
C  1.870  1.275  -2.166  0.001
C  2.075  2.151  -0.964  -0.002
O  0.948  1.936  -0.064  0.004
C  -0.015  3.031  -0.165  0.000
C  -1.295  2.582  0.476  0.013
O  -1.538  1.275  -0.142  -0.011
C  -2.826  0.606  0.151  0.004
C  -2.806  -0.696  -0.624  -0.011
O  -1.581  -1.413  -0.211  -0.026
C  -1.297  -2.678  -0.878  0.004
C  -0.029  -3.144  -0.213  0.001
O  0.930  -2.055  -0.254  0.010
H  2.957  -1.953  -0.527  0.001
H  2.169  -3.245  -1.450  0.000
H  1.129  -1.460  -2.961  0.000
H  2.874  -1.124  -2.803  0.005
H  1.013  1.552  -2.784  0.001
H  2.767  1.239  -2.785  0.005
H  2.146  3.210  -1.207  0.000
H  2.970  1.849  -0.423  0.000
H  -0.180  3.252  -1.221  0.000
H  0.397  3.908  0.335  -0.001
H  -2.139  3.233  0.254  -0.001
H  -1.208  2.428  1.552  -0.002
H  -3.632  1.264  -0.174  0.007
H  -2.889  0.443  1.228  0.003
H  -2.766  -0.534  -1.702  -0.001
H  -3.660  -1.323  -0.367  -0.001
H  -1.174  -2.488  -1.946  0.000
H  -2.138  -3.351  -0.709  0.000
H  0.384  -4.020  -0.711  0.000
H  -0.198  -3.390  0.835  -0.001
C  1.186  1.030  2.913  0.002
S  0.549  -0.485  2.185  -0.051
C  -0.939  -0.766  3.162  0.012
H  0.393  1.752  3.094  -0.001
H  1.949  1.429  2.252  0.001
H  1.647  0.734  3.857  -0.004
H  -0.597  -1.106  4.141  0.000
H  -1.512  -1.564  2.694  0.001
H  -1.522  0.147  3.270  -0.002

Summary:
Largest force on an atom (eV/Å): 1.27
Multiplicity: 2
HOMO (alpha / beta) (eV): -20.51 / -20.47
Energy above the lowest of the compared OMol25 structures with the same formula, charge and spin (kcal/mol): 17.6
Net charge: +3

***

Look up the largest force on an atom of the fourth one. 6.65 eV/Å